Record 1
Molecular formula: C25H44IN6O5S2
Method: DFT, wB97M-V/def2-TZVPD

Computed properties:
E_tot (Ha): -2777.53579
Highest occupied orbital energy (eV): -4.182
Total charge: -1
Gap between HOMO and LUMO (Ha): 0.225

CARTESIAN COORDINATES (ANGSTROEM)
C: 6.38483 -3.13615 0.95582
C: 6.75682 -1.60157 1.31784
C: 5.48457 -0.65085 1.51359
I: 6.30524 1.38750 1.80607
S: 4.35547 -0.52839 0.03905
O: 3.96163 -1.84519 -0.56626
O: 5.05098 0.27800 -1.07863
N: 2.92593 0.25493 0.59720
S: 1.98072 -0.80104 1.53999
O: 1.43798 -0.02699 2.72518
O: 2.70869 -1.98721 2.10929
C: 0.53889 -1.51358 0.55414
C: 0.27040 -2.97049 1.14762
O: -0.12597 -3.19429 2.34291
H: 6.44346 -3.24289 -0.19615
H: 7.09981 -3.90160 1.40441
H: 5.27482 -3.34127 1.20524
H: 7.55753 -1.15957 0.60957
H: 7.28459 -1.65246 2.34814
H: 4.97891 -0.90715 2.50215
H: 0.86974 -1.51208 -0.55019
H: -0.32823 -0.79998 0.73672
H: 0.48039 -3.90567 0.50370
C: -2.87127 -6.52468 1.99176
C: -3.49517 -5.40902 1.16694
C: -3.85816 -5.84874 -0.25367
C: -2.62474 -6.29374 -0.98349
N: -1.66075 -6.64148 -1.55321
H: -1.92711 -6.86622 1.55979
H: -2.65649 -6.17304 3.00345
H: -3.54805 -7.38197 2.06474
H: -2.79641 -4.56680 1.13146
H: -4.39883 -5.05572 1.67288
H: -4.31454 -5.01841 -0.79876
H: -4.57611 -6.67319 -0.22853
C: -0.46032 4.48876 -0.84954
C: 0.86528 3.97209 -1.39742
C: 0.72014 2.65673 -2.16531
C: 0.17680 1.59407 -1.25816
N: -0.24801 0.76450 -0.54772
H: -0.89579 3.79373 -0.12633
H: -0.31289 5.44137 -0.33543
H: -1.18346 4.64559 -1.65571
H: 1.56528 3.84033 -0.56636
H: 1.29385 4.72794 -2.06227
H: 1.69304 2.33570 -2.54803
H: 0.04466 2.78092 -3.01656
C: -5.87546 -2.32670 4.92431
C: -6.39844 -2.26967 3.49303
C: -7.52719 -3.27042 3.23087
C: -7.03388 -4.66832 3.46260
N: -6.64767 -5.77766 3.65269
H: -5.43862 -3.30150 5.15539
H: -5.09379 -1.57808 5.07282
H: -6.67716 -2.12918 5.64292
H: -5.56843 -2.45829 2.80467
H: -6.76321 -1.25897 3.28765
H: -7.87589 -3.18172 2.19874
H: -8.37520 -3.07549 3.89308
C: 6.37444 0.86267 -5.77101
C: 5.09045 0.06687 -5.97936
C: 3.89424 0.66181 -5.23228
C: 4.16753 0.67605 -3.75346
N: 4.39044 0.68747 -2.57981
H: 6.67896 0.86828 -4.72131
H: 7.19333 0.41958 -6.34394
H: 6.25097 1.89945 -6.09966
H: 5.25558 -0.96476 -5.65264
H: 4.86272 0.03290 -7.04983
H: 2.99794 0.06548 -5.42394
H: 3.70048 1.68384 -5.57014
C: -2.47315 7.55473 1.39524
C: -3.08514 8.67877 0.56564
C: -3.44183 8.24200 -0.85727
C: -2.20610 7.78803 -1.57677
N: -1.23947 7.43329 -2.13686
H: -1.52896 7.20692 0.96875
H: -2.26184 7.90291 2.40917
H: -3.15508 6.70169 1.46358
H: -2.38194 9.51713 0.53077
H: -3.98950 9.03814 1.06570
H: -3.88795 9.07554 -1.40573
H: -4.16599 7.42302 -0.83740

Atomic forces in eV per Å
-0.67 0.61 -1.42
0.66 -0.73 0.79
1.21 -0.77 1.11
-0.46 -0.77 0.03
-1.12 -0.37 -3.28
1.05 1.61 1.78
1.71 -3.87 11.56
1.00 -2.14 0.30
1.38 0.39 4.30
0.36 -0.92 -3.57
-0.74 1.54 -1.96
0.12 -0.69 0.20
-0.64 -0.65 3.57
1.23 1.21 -5.03
-0.15 0.08 1.87
-0.99 1.17 -0.34
1.91 0.19 -0.14
-1.63 -0.69 0.91
-0.93 0.39 -1.53
0.27 0.34 -1.61
-0.63 -0.19 1.85
1.31 -1.41 -0.19
-0.18 1.50 0.52
0.03 -0.10 0.13
0.16 0.10 0.31
0.79 -0.05 -0.18
1.35 -0.60 -1.15
-2.36 0.85 1.42
-0.08 0.04 -0.02
-0.04 -0.04 -0.09
0.05 0.05 0.02
-0.11 -0.04 -0.09
-0.01 -0.03 -0.14
0.11 -0.13 -0.10
0.14 0.00 -0.07
-0.07 -0.01 0.08
-0.07 0.28 0.25
-0.05 -0.45 0.69
-0.57 -1.49 0.86
0.62 3.02 -2.24
0.07 -0.05 -0.08
-0.03 -0.05 -0.12
0.05 0.04 0.08
0.01 -0.11 -0.17
0.01 -0.13 -0.02
-0.09 -0.17 0.13
-0.05 -0.10 0.12
0.06 0.05 0.06
0.27 0.16 0.19
0.54 -0.61 0.06
0.86 -3.48 0.53
-1.45 4.34 -0.77
-0.08 0.05 -0.03
-0.09 -0.06 0.00
0.07 -0.03 -0.03
-0.15 0.01 -0.01
-0.06 -0.13 -0.09
-0.01 -0.17 0.10
0.07 -0.15 -0.02
0.11 -0.02 -0.02
0.22 0.00 -0.19
0.48 -0.50 0.81
0.28 -0.23 2.12
-4.76 3.93 -12.25
-0.12 0.03 -0.05
-0.05 0.07 0.01
0.03 -0.06 0.04
-0.14 0.09 0.00
-0.07 -0.02 0.06
0.03 0.08 0.11
0.03 -0.04 0.12
0.02 0.00 0.08
0.13 -0.04 0.34
0.80 -0.08 -0.20
1.34 -0.60 -1.14
-2.35 0.97 1.37
-0.11 0.00 -0.02
-0.05 -0.06 -0.07
0.09 0.04 0.00
-0.13 -0.03 -0.09
0.01 0.02 -0.16
0.10 -0.14 -0.09
0.14 0.00 -0.07

---

Record 2
Molecular formula: C25H44InN2O4S2
Method: DFT, wB97M-V/def2-TZVPD

Computed properties:
E_tot (Ha): -2375.78721
Highest occupied orbital energy (eV): -4.696
Total charge: -1
Gap between HOMO and LUMO (Ha): 0.249

CARTESIAN COORDINATES (ANGSTROEM)
S: -0.11084 -1.79492 1.62456
C: 0.17148 -0.19019 1.29701
S: -0.87225 0.97357 2.18450
C: -1.06788 2.54212 1.24766
C: -0.98243 2.42102 -0.32230
C: -2.31492 2.91148 -1.05945
In: -3.00797 1.14896 -2.32469
C: -3.81026 -0.40018 -0.88767
C: -5.16672 -0.23648 -0.33685
C: -5.65474 -1.26576 0.54452
N: -5.00981 -2.38976 0.93531
C: -3.75587 -2.49691 0.44587
C: -3.07899 -1.58502 -0.44425
N: 1.20374 0.21218 0.37555
C: 2.55439 0.17260 0.97178
C: 3.50084 -0.84941 0.23566
O: 3.63976 -0.56381 -1.15826
C: 2.42726 -0.04254 -1.72827
C: 1.13096 -0.47076 -0.92048
H: -0.38402 3.36188 1.59274
H: -2.10077 2.91386 1.48364
H: -0.73627 1.40198 -0.68898
H: -0.14469 3.08368 -0.67552
H: -2.10197 3.79680 -1.70939
H: -3.14795 3.11326 -0.33866
H: -1.53809 0.52277 -3.19228
H: -4.19811 1.59408 -3.57565
H: -5.79181 0.64194 -0.58325
H: -6.69657 -1.13564 0.93164
H: -3.18070 -3.40468 0.75655
H: -2.03875 -1.76254 -0.78986
H: 2.99130 1.20189 0.82891
H: 2.56712 -0.06205 2.06272
H: 3.05175 -1.87981 0.32363
H: 4.52072 -0.89708 0.68486
H: 2.48189 1.07689 -1.82107
H: 2.35235 -0.48756 -2.75594
H: 0.25411 -0.18895 -1.54918
H: 1.16222 -1.58789 -0.87029
C: 7.62276 0.24613 -0.26994
C: 8.58106 -0.73330 0.38175
C: 9.34036 0.16637 1.34345
O: 8.43665 1.20696 1.73651
C: 7.28470 1.16967 0.88299
H: 6.74284 -0.22565 -0.70861
H: 8.13979 0.80400 -1.05621
H: 8.01840 -1.48727 0.93994
H: 9.23238 -1.24881 -0.32452
H: 10.20136 0.63510 0.85400
H: 9.69193 -0.36687 2.22896
H: 6.44491 0.78064 1.46919
H: 7.04003 2.18047 0.55290
C: -3.40618 -1.80608 -7.44095
C: -4.67564 -2.30246 -6.77545
C: -4.47162 -1.84924 -5.33946
O: -3.68604 -0.65541 -5.39162
C: -3.16491 -0.49484 -6.71172
H: -3.49405 -1.68340 -8.52160
H: -2.58544 -2.50167 -7.24158
H: -5.54419 -1.79637 -7.20784
H: -4.82905 -3.37875 -6.86574
H: -3.91396 -2.59481 -4.76199
H: -5.41265 -1.64504 -4.82544
H: -3.70579 0.33051 -7.18940
H: -2.10677 -0.23184 -6.65777
C: -1.11747 0.01760 6.02305
C: -2.28447 -0.24577 6.95720
C: -2.34588 1.04610 7.75509
O: -1.88051 2.08779 6.89053
C: -1.28288 1.49632 5.72660
H: -1.12473 -0.59951 5.12421
H: -0.17370 -0.15569 6.54940
H: -3.20285 -0.37103 6.37689
H: -2.15527 -1.12811 7.58494
H: -1.68091 1.00804 8.62577
H: -3.35559 1.28008 8.09902
H: -1.96000 1.65696 4.88225
H: -0.33408 1.99015 5.51041

Atomic forces in eV per Å
0.18 1.08 0.05
-0.35 -0.58 0.06
0.68 -0.32 -0.71
0.09 0.79 -0.94
-0.50 0.90 -0.58
0.44 -0.54 0.16
0.10 0.21 -0.35
-0.80 -0.83 1.07
2.02 -2.19 0.47
-0.51 1.25 -0.71
0.80 1.31 -1.07
1.32 0.06 -0.71
-2.52 0.97 0.46
-1.15 -0.32 0.66
1.55 0.56 -0.38
-0.89 -0.64 0.29
-0.28 0.43 0.51
-0.99 -0.25 -0.42
1.59 -0.10 -1.45
-0.35 -1.00 -0.05
0.85 -0.71 0.08
-0.09 0.65 0.72
-0.56 -0.73 0.36
-0.34 -0.58 0.70
0.76 0.14 -0.50
-0.11 0.02 0.37
-0.02 0.01 0.35
0.41 -0.69 0.16
0.90 -0.26 -0.20
-0.62 0.73 -0.13
-0.91 -0.02 0.34
-0.17 -0.90 0.33
-0.33 0.14 -0.83
0.38 0.86 0.19
-0.74 0.31 -0.28
-0.06 -0.93 0.17
0.04 0.51 0.86
0.44 0.03 0.77
-0.20 0.71 0.27
-0.01 0.07 -0.35
-0.04 -0.24 0.15
0.12 0.21 0.03
0.03 -0.21 -0.20
-0.17 0.03 0.27
0.00 0.05 0.02
-0.05 -0.02 0.01
0.05 0.01 -0.02
0.00 0.04 0.03
0.05 -0.09 -0.01
-0.03 0.10 0.04
-0.07 0.04 -0.08
0.05 0.01 0.10
0.26 -0.15 -0.11
-0.30 -0.01 -0.10
0.19 0.06 0.27
-0.07 -0.35 -0.41
-0.11 0.26 0.19
0.01 0.02 0.03
-0.01 0.03 -0.02
0.01 -0.03 0.02
0.01 0.03 0.03
-0.09 -0.07 0.01
0.08 0.08 0.06
0.07 0.01 -0.10
-0.04 0.04 0.11
0.29 -0.13 -0.01
-0.28 -0.09 -0.05
0.13 0.16 0.12
0.01 -0.26 0.06
-0.18 0.19 -0.17
-0.01 0.07 0.00
-0.02 0.00 -0.04
0.03 -0.02 0.03
0.00 0.04 0.00
-0.06 -0.07 0.06
0.04 0.09 -0.02
0.08 -0.04 -0.05
-0.06 0.07 0.04

---

- Number 2 is which compound?
  C25H44InN2O4S2